<a>
{"formula": "C10H16O", "method": "ωB97M-V/def2-TZVPD", "symbols": ["C", "C", "C", "C", "C", "O", "C", "C", "H", "H", "H", "H", "H", "H", "H", "H", "C", "C", "C", "H", "H", "H", "H", "H", "H", "H", "H"], "coordinates": [[0.40, 1.56, 2.91], [-0.40, 0.89, 1.88], [-0.05, -0.47, 1.63], [-0.86, -1.37, 1.04], [-2.10, -0.87, 0.59], [-2.59, -1.77, -0.27], [-2.51, 0.43, 0.75], [-1.59, 1.35, 1.43], [0.51, 0.94, 3.80], [0.10, 2.64, 2.87], [1.45, 1.73, 2.63], [0.99, -0.69, 1.99], [-0.39, -2.33, 0.87], [-3.50, -1.64, -0.45], [-3.46, 0.69, 0.40], [-1.95, 2.41, 1.39], [1.66, -1.54, -1.66], [1.06, -0.19, -1.84], [1.66, 0.84, -2.76], [1.56, -2.14, -2.56], [1.12, -2.13, -0.95], [2.72, -1.59, -1.35], [-0.04, -0.29, -2.18], [0.82, 0.26, -0.87], [2.75, 0.79, -2.92], [1.34, 0.62, -3.83], [1.30, 1.87, -2.54]], "mulliken_charge": [-1.409, 0.716, -0.330, -0.608, 0.644, -0.474, -0.920, -0.439, 0.320, 0.339, 0.355, 0.267, 0.541, 0.291, 0.430, 0.253, -1.041, 0.501, -1.226, 0.348, 0.204, 0.297, 0.124, -0.099, 0.319, 0.273, 0.323], "orbital_gap_ev": 9.092, "homo_ev": -8.267, "smiles": "Cc1ccc(O)cc1.CCC"}

<b>
{"formula": "C10H16O", "method": "ωB97M-V/def2-TZVPD", "symbols": ["C", "C", "C", "C", "C", "C", "O", "C", "C", "H", "H", "H", "H", "H", "H", "H", "H", "H", "H", "C", "C", "H", "H", "H", "H", "H", "H"], "coordinates": [[1.74, -1.49, 2.31], [0.24, -1.40, 2.03], [-0.17, -0.16, 1.29], [0.31, 1.10, 1.68], [-0.23, 2.25, 1.15], [-1.27, 2.19, 0.22], [-1.88, 3.38, -0.08], [-1.74, 0.96, -0.18], [-1.25, -0.19, 0.43], [2.05, -2.52, 2.48], [2.03, -0.95, 3.21], [2.27, -1.02, 1.49], [-0.10, -2.27, 1.46], [-0.32, -1.43, 2.97], [1.07, 1.08, 2.46], [0.14, 3.22, 1.43], [-1.89, 3.62, -1.03], [-2.62, 0.86, -0.81], [-1.68, -1.14, 0.14], [0.23, -0.19, -3.33], [0.67, -1.31, -2.35], [-0.84, -0.18, -3.51], [0.48, 0.75, -2.86], [0.74, -0.32, -4.28], [0.38, -1.08, -1.33], [1.68, -1.64, -2.55], [-0.04, -2.14, -2.45]], "mulliken_charge": [-1.269, -0.535, 0.571, -0.514, -0.396, 0.139, -0.563, -0.260, -0.700, 0.365, 0.310, 0.387, 0.323, 0.359, 0.297, 0.421, 0.327, 0.406, 0.335, -0.825, -0.487, 0.241, 0.226, 0.334, -0.122, 0.378, 0.251], "orbital_gap_ev": 9.478, "homo_ev": -8.655, "smiles": "CCc1ccc(O)cc1.CC"}

It is <b> that is most stable; the runner-up trails by 27.1 kcal/mol.

<a>
{"formula": "C12H19NO", "method": "ωB97M-V/def2-TZVPD", "symbols": ["C", "C", "N", "C", "C", "C", "O", "H", "H", "H", "H", "H", "H", "H", "H", "H", "H", "H", "C", "C", "C", "C", "C", "C", "C", "H", "H", "H", "H", "H", "H", "H", "H"], "coordinates": [[2.71, -1.66, 2.92], [3.42, -0.51, 2.24], [2.57, 0.58, 1.56], [3.47, 1.66, 1.51], [2.25, -0.05, 0.30], [1.17, -1.08, 0.44], [2.77, 0.30, -0.73], [1.80, -1.36, 3.54], [3.53, -2.04, 3.55], [2.27, -2.54, 2.49], [3.92, -0.05, 3.07], [4.23, -0.84, 1.60], [4.37, 1.59, 0.90], [2.97, 2.43, 0.84], [3.61, 2.19, 2.50], [0.65, -1.13, -0.54], [1.43, -2.13, 0.47], [0.45, -1.00, 1.31], [-3.86, -1.74, -1.80], [-3.72, -0.20, -1.80], [-3.10, 0.39, -0.68], [-2.44, 1.61, -0.73], [-2.39, 2.20, -1.99], [-3.00, 1.73, -3.15], [-3.65, 0.50, -2.98], [-4.60, -1.95, -1.07], [-2.92, -2.24, -1.45], [-4.17, -2.04, -2.79], [-3.05, -0.10, 0.31], [-1.74, 1.92, 0.03], [-1.90, 3.17, -2.06], [-3.09, 2.43, -3.96], [-3.96, -0.06, -3.87]], "mulliken_charge": [-1.297, -0.392, -0.092, -0.960, 0.718, -1.222, -0.567, 0.304, 0.352, 0.328, 0.435, 0.376, 0.360, 0.324, 0.330, 0.340, 0.317, 0.346, -1.183, 0.442, 0.021, -0.850, -0.034, -0.867, -0.085, 0.336, 0.266, 0.373, 0.308, 0.396, 0.294, 0.371, 0.212], "orbital_gap_ev": 9.767, "homo_ev": -8.980, "smiles": "CCN(C)C(C)=O.Cc1ccccc1"}

<b>
{"formula": "C12H19NO", "method": "ωB97M-V/def2-TZVPD", "symbols": ["C", "C", "N", "C", "C", "C", "O", "H", "H", "H", "H", "H", "H", "H", "H", "H", "H", "H", "C", "C", "C", "C", "C", "C", "C", "H", "H", "H", "H", "H", "H", "H", "H"], "coordinates": [[0.90, -1.00, 4.40], [0.77, 0.49, 4.28], [-0.05, 1.04, 3.08], [-0.37, 2.25, 3.56], [0.96, 0.97, 2.00], [1.10, -0.45, 1.49], [1.53, 1.99, 1.57], [-0.11, -1.65, 4.18], [1.21, -1.02, 5.46], [1.52, -1.67, 3.93], [0.24, 0.71, 5.15], [1.66, 0.99, 4.41], [0.39, 2.98, 3.76], [-0.80, 2.82, 2.61], [-1.29, 2.24, 4.36], [1.44, -0.37, 0.43], [1.90, -1.05, 1.80], [0.16, -1.23, 1.64], [0.49, -2.86, -3.47], [-0.54, -1.67, -3.57], [-1.28, -1.37, -2.40], [-1.80, -0.11, -2.13], [-1.48, 0.85, -3.06], [-0.80, 0.68, -4.29], [-0.35, -0.64, -4.45], [-0.08, -3.66, -3.43], [1.11, -2.85, -2.47], [1.08, -2.83, -4.35], [-1.48, -2.13, -1.56], [-2.11, 0.20, -1.12], [-1.90, 1.85, -2.89], [-0.89, 1.47, -4.99], [0.40, -0.85, -5.24]], "mulliken_charge": [-1.299, -0.567, -0.028, -0.956, 0.694, -1.129, -0.591, 0.255, 0.336, 0.404, 0.513, 0.448, 0.396, 0.300, 0.282, 0.325, 0.351, 0.266, -1.216, 0.408, 0.113, -0.825, -0.004, -0.923, -0.058, 0.412, 0.221, 0.390, 0.245, 0.375, 0.276, 0.398, 0.189], "orbital_gap_ev": 9.702, "homo_ev": -8.990, "smiles": "CCN(C)C(C)=O.Cc1ccccc1"}

It is <a> that is most stable; the runner-up trails by 52.8 kcal/mol.

<a>
{"formula": "C5H14S", "method": "ωB97M-V/def2-TZVPD", "symbols": ["C", "C", "S", "C", "H", "H", "H", "H", "H", "H", "H", "H", "C", "C", "H", "H", "H", "H", "H", "H"], "coordinates": [[-0.64, 0.72, -1.25], [-0.24, 0.21, -2.67], [-0.92, -1.37, -3.22], [-1.13, -2.43, -1.75], [0.27, 0.84, -0.66], [-1.16, -0.10, -0.77], [-1.15, 1.67, -1.31], [-0.69, 0.93, -3.33], [0.81, 0.37, -2.88], [-0.91, -2.00, -0.78], [-2.17, -2.76, -1.75], [-0.47, -3.28, -1.92], [0.58, 1.50, 2.63], [1.55, 0.34, 2.94], [-0.41, 1.24, 3.00], [0.84, 2.41, 3.16], [0.46, 1.64, 1.56], [1.03, -0.62, 2.98], [2.07, 0.56, 3.86], [2.28, 0.14, 2.15]], "mulliken_charge": [-0.855, -0.466, -0.141, -0.775, 0.183, 0.219, 0.343, 0.262, 0.403, 0.280, 0.261, 0.276, -0.601, -0.853, 0.249, 0.306, 0.073, 0.269, 0.296, 0.271], "orbital_gap_ev": 9.258, "homo_ev": -8.390, "smiles": "CCSC.CC"}

<b>
{"formula": "C5H14S", "method": "ωB97M-V/def2-TZVPD", "symbols": ["C", "C", "S", "C", "H", "H", "H", "H", "H", "H", "H", "H", "C", "C", "H", "H", "H", "H", "H", "H"], "coordinates": [[-2.13, -0.07, 1.53], [-1.82, -0.49, 0.07], [-1.31, -2.20, -0.13], [0.42, -2.36, -0.01], [-1.23, -0.30, 2.21], [-2.81, -0.81, 1.92], [-2.28, 0.99, 1.74], [-2.74, -0.33, -0.50], [-0.85, 0.02, -0.05], [1.00, -1.97, 0.84], [0.61, -3.41, -0.16], [0.87, -1.86, -0.88], [1.06, 2.13, -1.04], [1.99, 1.02, -0.56], [1.57, 3.06, -1.20], [0.65, 1.72, -1.95], [0.28, 2.45, -0.33], [2.53, 0.54, -1.37], [2.82, 1.56, -0.08], [1.38, 0.30, -0.04]], "mulliken_charge": [-1.097, 0.185, -0.113, -0.832, 0.259, 0.379, 0.346, 0.376, -0.384, 0.314, 0.337, 0.256, -0.962, -0.414, 0.379, 0.248, 0.273, 0.254, 0.319, -0.125], "orbital_gap_ev": 9.321, "homo_ev": -8.354, "smiles": "CCSC.CC"}

<c>
{"formula": "C5H14S", "method": "ωB97M-V/def2-TZVPD", "symbols": ["C", "C", "C", "C", "H", "H", "H", "H", "H", "H", "H", "H", "H", "H", "C", "S", "H", "H", "H", "H"], "coordinates": [[1.05, 0.11, 1.61], [1.49, 0.96, 0.42], [0.50, 2.09, 0.11], [2.89, 1.54, 0.68], [1.76, -0.70, 1.78], [1.03, 0.70, 2.53], [0.06, -0.30, 1.44], [1.58, 0.31, -0.45], [0.79, 2.57, -0.83], [0.52, 2.82, 0.92], [-0.51, 1.72, 0.02], [3.61, 0.74, 0.80], [3.22, 2.17, -0.15], [2.87, 2.16, 1.58], [-2.77, -2.40, -1.04], [-1.53, -1.08, -0.94], [-3.68, -1.92, -1.41], [-2.47, -3.17, -1.74], [-2.96, -2.83, -0.06], [-0.55, -1.82, -0.39]], "mulliken_charge": [-1.326, 0.898, -1.312, -1.545, 0.344, 0.373, 0.277, 0.164, 0.351, 0.344, 0.314, 0.383, 0.377, 0.353, -0.800, -0.131, 0.270, 0.293, 0.269, 0.105], "orbital_gap_ev": 10.016, "homo_ev": -9.104, "smiles": "CC(C)C.CS"}

It is <c> that is most stable; the runner-up trails by 19.6 kcal/mol.

<a>
{"formula": "C5H14S", "method": "ωB97M-V/def2-TZVPD", "symbols": ["C", "C", "S", "C", "H", "H", "H", "H", "H", "H", "H", "H", "C", "C", "H", "H", "H", "H", "H", "H"], "coordinates": [[0.06, -2.10, 0.50], [-0.53, -0.85, 1.16], [0.69, 0.40, 1.71], [1.43, -0.76, 2.92], [0.83, -1.90, -0.25], [-0.70, -2.80, 0.17], [0.57, -2.66, 1.31], [-1.05, -0.28, 0.38], [-1.29, -1.20, 1.87], [1.97, -0.13, 3.68], [0.65, -1.42, 3.28], [2.30, -1.43, 2.72], [-1.32, 2.04, -2.31], [0.09, 1.65, -2.60], [-2.25, 1.47, -2.23], [-1.11, 2.44, -1.25], [-1.71, 2.95, -2.81], [0.67, 1.16, -1.76], [0.63, 2.50, -2.99], [0.07, 0.91, -3.50]], "mulliken_charge": [-0.944, -0.504, -0.049, -0.877, 0.281, 0.353, 0.258, 0.214, 0.408, 0.283, 0.285, 0.284, -0.777, -0.663, 0.306, 0.154, 0.316, 0.190, 0.279, 0.202], "orbital_gap_ev": 9.634, "homo_ev": -8.668, "smiles": "CCSC.CC"}

<b>
{"formula": "C5H14S", "method": "ωB97M-V/def2-TZVPD", "symbols": ["C", "C", "C", "H", "H", "H", "H", "H", "H", "H", "H", "C", "S", "C", "H", "H", "H", "H", "H", "H"], "coordinates": [[-2.10, -0.24, -0.02], [-1.64, -0.02, 1.45], [-2.12, -1.06, 2.46], [-1.69, -1.15, -0.46], [-3.18, -0.27, -0.12], [-1.76, 0.68, -0.49], [-1.91, 0.99, 1.76], [-0.57, -0.05, 1.36], [-2.10, -2.04, 1.99], [-3.07, -0.84, 2.96], [-1.41, -1.04, 3.27], [1.63, 0.19, -2.71], [3.00, -0.44, -1.69], [3.13, 0.89, -0.47], [2.01, 0.98, -3.36], [1.19, -0.64, -3.23], [0.94, 0.73, -2.07], [3.92, 0.47, 0.17], [2.23, 1.02, 0.12], [3.52, 1.81, -0.91]], "mulliken_charge": [-1.087, -0.079, -1.105, 0.316, 0.351, 0.267, 0.313, 0.100, 0.297, 0.294, 0.327, -0.681, -0.060, -0.723, 0.300, 0.296, 0.120, 0.268, 0.195, 0.290], "orbital_gap_ev": 9.454, "homo_ev": -8.507, "smiles": "CCC.CSC"}

<c>
{"formula": "C5H14S", "method": "ωB97M-V/def2-TZVPD", "symbols": ["C", "C", "S", "C", "H", "H", "H", "H", "H", "H", "H", "H", "C", "C", "H", "H", "H", "H", "H", "H"], "coordinates": [[-0.48, 1.00, 1.87], [0.98, 0.96, 2.20], [2.19, 0.71, 0.88], [2.36, 2.35, 0.08], [-1.07, 1.33, 2.73], [-0.91, 0.02, 1.62], [-0.83, 1.62, 1.04], [1.28, 1.72, 2.89], [1.13, -0.02, 2.69], [2.03, 3.14, 0.73], [3.44, 2.41, -0.11], [1.76, 2.54, -0.82], [-1.19, -1.48, -2.03], [-1.70, -2.94, -1.95], [-1.73, -0.89, -2.78], [-1.59, -0.95, -1.16], [-0.11, -1.58, -2.09], [-1.30, -3.49, -1.09], [-2.80, -2.88, -1.86], [-1.46, -3.55, -2.82]], "mulliken_charge": [-0.916, -0.513, -0.085, -0.819, 0.324, 0.234, 0.292, 0.397, 0.247, 0.265, 0.306, 0.264, -0.647, -0.892, 0.297, 0.149, 0.265, 0.282, 0.272, 0.279], "orbital_gap_ev": 9.457, "homo_ev": -8.532, "smiles": "CCSC.CC"}

It is <b> that is most stable; the runner-up trails by 6.0 kcal/mol.